Entry 1:
ORCA calculation (wB97M-V/def2-TZVPD) on a cluster of 18 separate species, C26H87N35O18 in total.

HOMO level = -7.98 eV
Lowest unoccupied orbital energy = -0.119 eV

CARTESIAN COORDINATES (ANGSTROEM)
C 1.241 -1.576 -0.424
C 0.490 -0.568 0.586
C 1.403 -0.147 1.698
C 0.838 1.051 2.583
C 0.509 2.303 1.786
C -0.416 1.946 0.625
N -0.058 0.644 -0.053
O -0.780 0.336 -1.164
C -1.891 1.957 1.077
C -0.304 3.214 -0.334
C -0.555 -1.397 1.368
H 2.161 -1.127 -0.799
H 0.484 -2.000 -1.084
H 1.519 -2.407 0.224
H 1.668 -1.025 2.288
H 2.301 0.176 1.171
H 1.520 1.275 3.403
H -0.045 0.680 3.104
H 1.360 2.944 1.555
H -0.077 2.925 2.463
H -2.100 2.645 1.896
H -2.523 2.126 0.205
H -2.110 1.038 1.620
H 0.425 3.068 -1.131
H -1.250 3.221 -0.877
H -0.374 4.166 0.191
H -0.157 -2.379 1.622
H -1.483 -1.655 0.857
H -0.830 -0.950 2.323
H -0.278 0.570 -1.949
C 7.466 -6.611 -4.362
O 7.238 -7.136 -3.303
N 6.799 -5.728 -5.054
N 8.598 -6.847 -4.967
H 5.937 -5.397 -4.644
H 7.188 -5.447 -5.943
H 9.292 -7.404 -4.489
H 9.048 -6.201 -5.600
C -0.171 -8.823 3.273
O -0.135 -9.168 2.098
N -1.257 -8.677 4.011
N 0.905 -8.515 4.002
H -1.280 -8.368 4.972
H -2.168 -8.631 3.577
H 1.713 -9.052 3.720
H 0.908 -7.776 4.691
C -5.807 -3.059 -4.797
O -4.792 -3.421 -4.234
N -5.957 -1.765 -5.192
N -6.849 -3.823 -5.098
H -6.785 -1.495 -5.703
H -5.228 -1.134 -4.891
H -7.742 -3.445 -5.381
H -6.698 -4.819 -5.159
C -1.342 3.763 -7.240
O -1.019 2.645 -6.930
N -2.011 4.555 -6.415
N -1.155 4.353 -8.380
H -1.924 4.215 -5.468
H -2.048 5.481 -6.817
H -0.537 3.968 -9.080
H -1.430 5.302 -8.586
C -3.938 -4.258 7.541
O -4.102 -5.471 7.765
N -3.531 -3.354 8.386
N -4.028 -3.771 6.317
H -3.214 -3.614 9.309
H -3.588 -2.367 8.182
H -4.246 -2.785 6.296
H -4.171 -4.395 5.536
C -7.890 1.342 5.820
O -6.952 0.891 6.440
N -7.902 2.427 5.120
N -8.937 0.615 5.464
H -8.558 2.252 4.373
H -7.196 3.137 5.255
H -9.107 -0.242 5.970
H -9.622 0.854 4.762
C -10.148 1.140 0.139
O -10.546 0.207 0.816
N -10.821 1.851 -0.727
N -8.897 1.556 0.056
H -10.454 2.739 -1.041
H -11.827 1.939 -0.720
H -8.239 0.921 0.484
H -8.720 2.513 -0.215
C -3.301 -9.074 -2.560
O -4.086 -9.020 -3.507
N -2.528 -8.157 -2.199
N -3.096 -10.158 -1.849
H -2.761 -7.242 -2.555
H -1.774 -8.319 -1.546
H -2.695 -10.002 -0.935
H -3.645 -10.999 -1.952
C 3.311 -0.423 9.913
O 2.516 -1.040 10.529
N 4.045 -0.890 8.883
N 3.623 0.734 10.176
H 4.809 -0.375 8.468
H 3.833 -1.836 8.601
H 4.346 1.179 9.628
H 3.048 1.260 10.818
C 7.778 1.558 -0.904
O 7.631 0.567 -1.619
N 8.228 2.720 -1.246
N 7.795 1.456 0.431
H 8.515 2.828 -2.208
H 8.092 3.476 -0.590
H 7.727 2.230 1.076
H 7.545 0.565 0.835
C 4.689 0.046 -6.723
O 4.076 0.244 -7.748
N 4.250 0.172 -5.455
N 5.966 -0.293 -6.756
H 3.307 0.520 -5.357
H 4.831 -0.085 -4.670
H 6.601 -0.530 -7.505
H 6.289 -0.333 -5.800
C -0.102 -5.095 -7.386
O 0.554 -5.241 -8.399
N -0.102 -4.014 -6.629
N -0.808 -6.028 -6.786
H -0.914 -3.745 -6.091
H 0.596 -3.304 -6.797
H -0.857 -6.897 -7.298
H -1.168 -5.923 -5.849
C -4.689 10.689 -3.261
O -4.813 10.467 -2.034
N -4.582 11.929 -3.792
N -4.549 9.814 -4.218
H -4.864 11.989 -4.760
H -4.634 12.717 -3.163
H -4.615 8.828 -4.010
H -4.553 10.044 -5.201
C 7.149 -4.443 2.403
O 7.355 -3.406 3.022
N 6.328 -5.432 2.771
N 7.613 -4.703 1.217
H 5.787 -5.240 3.602
H 6.301 -6.327 2.304
H 7.294 -5.498 0.682
H 7.991 -3.942 0.672
C 4.874 8.410 1.147
O 5.778 7.589 0.931
N 4.861 9.309 2.079
N 3.868 8.539 0.363
H 5.526 9.259 2.837
H 4.351 10.178 2.005
H 3.833 8.044 -0.517
H 2.997 8.963 0.649
C -2.307 2.973 10.390
O -1.567 3.274 11.289
N -3.349 3.752 10.077
N -1.957 2.053 9.446
H -3.965 3.659 9.282
H -3.520 4.503 10.730
H -1.115 1.495 9.446
H -2.687 1.990 8.750
C 4.030 6.612 -5.404
O 2.984 7.134 -5.139
N 4.655 5.652 -4.817
N 4.966 7.069 -6.220
H 4.212 5.035 -4.152
H 5.525 5.373 -5.247
H 4.738 7.835 -6.838
H 5.780 6.560 -6.533


Entry 2:
ORCA calculation (wB97M-V/def2-TZVPD) on a cluster of 15 separate species, C26H87N5O15 in total.

HOMO level = -8.92 eV
Lowest unoccupied orbital energy = 0.238 eV

CARTESIAN COORDINATES (ANGSTROEM)
O 2.985 0.794 0.212
H 2.014 0.826 0.046
H 3.095 0.169 0.959
O 4.682 2.900 -0.452
H 4.117 2.171 -0.108
H 4.606 3.602 0.202
O -2.243 2.877 -5.918
H -1.313 3.177 -5.844
H -2.196 1.917 -5.860
O -3.853 4.381 -2.378
H -4.356 4.164 -3.171
H -2.991 3.939 -2.505
O -3.689 -1.722 0.638
H -3.909 -1.796 1.574
H -4.451 -1.284 0.240
O -0.880 6.015 -1.439
H -1.717 6.471 -1.600
H -0.235 6.716 -1.290
O 0.349 3.790 -5.424
H 0.871 4.593 -5.337
H 1.003 3.074 -5.571
C -4.706 0.569 6.238
C -3.210 0.705 6.339
C -2.657 1.850 5.497
O -3.005 1.701 4.144
C -2.605 2.803 3.363
N -2.848 0.876 7.754
H -5.010 0.595 5.188
H -5.251 1.390 6.710
H -5.021 -0.386 6.652
H -2.726 -0.223 6.026
H -1.566 1.946 5.580
H -3.017 2.753 6.018
H -2.636 2.520 2.314
H -1.599 3.153 3.624
H -3.257 3.671 3.513
H -1.845 0.970 7.865
H -3.299 1.699 8.140
C 5.782 -0.833 2.144
C 4.574 -1.106 3.031
C 4.289 -0.046 4.085
O 5.273 -0.173 5.090
C 5.098 0.622 6.225
N 3.375 -1.371 2.206
H 6.691 -0.818 2.755
H 5.766 0.183 1.739
H 5.942 -1.579 1.368
H 4.806 -2.040 3.561
H 3.342 -0.317 4.582
H 4.188 0.986 3.730
H 4.121 0.519 6.710
H 5.113 1.688 5.945
H 5.945 0.469 6.883
H 3.629 -2.161 1.618
H 2.687 -1.686 2.888
C 1.249 -1.072 -3.557
C 1.314 0.095 -4.528
C 2.709 0.739 -4.659
O 2.522 2.017 -5.239
C 3.718 2.773 -5.272
N 0.867 -0.311 -5.889
H 1.449 -0.649 -2.572
H 1.947 -1.863 -3.840
H 0.265 -1.545 -3.550
H 0.627 0.852 -4.149
H 3.455 0.177 -5.234
H 3.128 0.844 -3.647
H 4.301 2.500 -6.156
H 4.370 2.582 -4.412
H 3.515 3.841 -5.227
H 1.398 -1.148 -6.135
H 1.280 0.361 -6.538
C 1.282 2.630 -1.982
C -0.163 2.240 -1.811
C -0.530 1.891 -0.373
O 0.241 0.767 -0.004
C -0.431 -0.021 0.990
N -1.088 3.219 -2.366
H 1.574 2.813 -3.021
H 1.952 1.789 -1.761
H 1.570 3.505 -1.397
H -0.339 1.279 -2.315
H -1.603 1.683 -0.331
H -0.384 2.778 0.258
H -0.828 0.577 1.808
H 0.269 -0.771 1.356
H -1.203 -0.572 0.447
H -0.896 4.117 -1.909
H -0.838 3.413 -3.335
C -1.025 -5.046 -2.599
C -2.081 -4.058 -2.161
C -3.469 -4.691 -2.051
O -3.928 -5.220 -3.271
C -4.597 -4.314 -4.100
N -1.730 -3.602 -0.803
H -1.056 -5.878 -1.888
H -0.038 -4.585 -2.527
H -1.198 -5.448 -3.596
H -2.124 -3.229 -2.883
H -4.192 -4.006 -1.590
H -3.412 -5.543 -1.368
H -5.360 -3.747 -3.555
H -5.066 -4.834 -4.936
H -3.942 -3.579 -4.587
H -2.388 -2.881 -0.504
H -0.821 -3.157 -0.851
C -0.073 -0.588 4.885
C 0.536 -1.843 5.503
O 1.206 -2.472 4.424
H -0.699 -0.010 5.560
H -0.688 -0.869 4.030
H 0.713 0.091 4.551
H -0.244 -2.421 6.005
H 1.270 -1.549 6.260
H 1.889 -3.094 4.688
C 1.728 -2.652 -0.343
C 1.668 -3.867 0.552
O 2.980 -4.203 0.986
H 0.757 -2.261 -0.634
H 2.330 -2.860 -1.228
H 2.227 -1.857 0.216
H 1.169 -4.691 0.031
H 1.034 -3.656 1.421
H 2.938 -4.655 1.831
C -3.617 0.765 -2.490
C -2.925 -0.580 -2.711
O -3.328 -1.143 -3.949
H -4.664 0.706 -2.794
H -3.074 1.555 -3.002
H -3.727 1.055 -1.439
H -3.104 -1.298 -1.910
H -1.842 -0.411 -2.649
H -2.985 -0.612 -4.672


Entry 3:
ORCA calculation (wB97M-V/def2-TZVPD) on a structure of composition C27H16Br2F3N7O4Sn.

HOMO level = -1.83 eV
Lowest unoccupied orbital energy = 3.972 eV
Charge = -2

CARTESIAN COORDINATES (ANGSTROEM)
Sn 0.291 1.297 -1.098
C 0.477 1.097 3.499
C 0.716 1.287 2.027
N -0.181 0.979 1.165
N -1.345 0.447 1.598
C -2.215 0.425 0.602
O -2.050 0.971 -0.515
C -3.488 -0.323 0.864
C -4.382 -0.485 -0.192
C -5.567 -1.180 -0.009
C -5.869 -1.722 1.233
C -4.975 -1.576 2.285
C -3.789 -0.880 2.103
C 1.963 1.877 1.513
C 2.989 2.327 2.344
C 4.119 2.895 1.778
C 4.208 3.007 0.403
C 3.144 2.538 -0.353
N 2.065 1.999 0.182
H -0.106 0.187 3.631
H 1.403 1.022 4.065
H -0.117 1.928 3.888
H -4.113 -0.058 -1.148
H -6.259 -1.303 -0.833
H -6.796 -2.264 1.382
H -5.207 -2.008 3.252
H -3.078 -0.757 2.908
H 2.914 2.244 3.418
H 4.931 3.236 2.409
H 5.076 3.442 -0.072
H 3.149 2.593 -1.435
Br 0.516 -0.634 -6.344
C 0.476 -1.683 -4.756
C 0.673 -3.054 -4.857
C 0.612 -3.834 -3.730
Br 0.871 -5.723 -3.932
C 0.309 -3.285 -2.466
C 0.162 -4.026 -1.274
C -0.182 -3.388 -0.114
C -0.370 -1.998 -0.129
N -0.222 -1.283 -1.217
C 0.109 -1.880 -2.378
C 0.214 -1.005 -3.544
O 0.041 0.236 -3.447
H 0.862 -3.500 -5.824
H 0.316 -5.096 -1.289
H -0.311 -3.943 0.806
H -0.643 -1.457 0.772
N -2.302 7.495 0.447
C -1.491 6.761 0.046
N -0.504 6.055 -0.399
C -0.285 4.850 -0.734
N 0.056 3.788 -1.097
F 3.048 -2.588 0.436
C 3.236 -1.394 1.044
F 2.137 -1.179 1.811
F 4.264 -1.572 1.905
C 3.465 -0.213 0.010
O 4.495 0.437 0.180
O 2.538 -0.131 -0.821


Entry 4:
ORCA calculation (wB97M-V/def2-TZVPD) on a structure of composition C27H17F12KN2O2.

HOMO level = -0.40 eV
Lowest unoccupied orbital energy = 3.981 eV
Charge = -2

CARTESIAN COORDINATES (ANGSTROEM)
K -0.847 -0.767 -0.269
C 4.624 4.382 1.583
C 3.382 3.687 1.090
C 2.237 4.385 0.716
C 1.117 3.708 0.306
C 1.024 2.284 0.209
N -0.163 1.727 -0.134
C -0.976 2.414 -1.001
C -0.386 3.026 -2.139
C -1.085 3.755 -3.073
C -2.459 3.919 -2.943
C -3.271 4.697 -3.944
C -3.066 3.280 -1.869
C -2.410 2.504 -0.911
C -3.251 1.738 0.179
O -3.037 0.434 0.256
C -3.020 2.454 1.560
F -1.798 2.253 2.045
F -3.879 2.021 2.519
F -3.198 3.805 1.501
C -4.804 1.879 -0.109
F -5.116 1.419 -1.341
F -5.350 3.132 -0.025
F -5.534 1.134 0.742
C 2.208 1.561 0.598
C 3.309 2.304 1.032
C 2.319 -0.012 0.636
O 1.764 -0.754 -0.320
C 3.867 -0.413 0.652
F 4.563 -0.195 1.805
F 4.045 -1.733 0.424
F 4.552 0.197 -0.330
C 1.770 -0.455 2.047
F 0.423 -0.432 2.086
F 2.117 -1.743 2.347
F 2.196 0.289 3.088
H 4.619 5.438 1.299
H 5.532 3.936 1.166
H 4.722 4.342 2.674
H 2.215 5.472 0.767
H 0.226 4.273 0.065
H 0.685 2.911 -2.250
H -0.554 4.198 -3.913
H -2.671 5.476 -4.422
H -4.125 5.186 -3.467
H -3.672 4.063 -4.743
H -4.134 3.416 -1.794
H 4.201 1.791 1.358
N -1.085 -3.697 -1.040
C -0.115 -4.157 -0.632
C 1.103 -4.715 -0.114
C 1.179 -6.086 0.129
C 2.370 -6.623 0.582
C 3.466 -5.791 0.786
C 3.375 -4.428 0.549
C 2.187 -3.869 0.094
H 0.313 -6.713 -0.042
H 2.447 -7.686 0.775
H 4.399 -6.215 1.138
H 4.223 -3.781 0.721
H 2.082 -2.795 -0.081


Entry 5:
ORCA calculation (wB97M-V/def2-TZVPD) on a structure of composition C27H17F5NO7PRuS.

Spin multiplicity = 2
HOMO level (alpha / beta) = -5.29 / -5.29 eV
⟨S²⟩ = 0.81
Lowest unoccupied orbital energy (alpha / beta) = 1.908 / 0.936 eV
Charge = -1

CARTESIAN COORDINATES (ANGSTROEM)
Ru 0.226 -0.090 -0.014
O 1.799 6.412 1.023
C 0.613 6.131 0.765
O -0.403 6.838 0.680
C 0.358 4.617 0.671
C 0.826 3.765 1.671
C 0.629 2.406 1.567
N 0.028 1.863 0.501
C -0.411 2.668 -0.484
C -0.299 4.037 -0.414
C -0.844 1.908 -1.727
O -1.531 2.408 -2.590
O -0.343 0.701 -1.774
H 1.363 4.180 2.513
H 0.939 1.710 2.339
H -0.693 4.649 -1.214
O -0.389 -0.910 2.040
S -1.639 -1.479 1.472
O -2.789 -1.410 2.317
O -1.766 -0.904 0.106
C -1.328 -3.203 1.148
C -2.247 -4.134 1.603
C -2.073 -5.476 1.301
C -0.988 -5.878 0.538
C -0.075 -4.939 0.078
C -0.231 -3.590 0.373
P 0.977 -2.329 -0.191
C 1.558 -2.921 -1.808
C 2.456 -3.971 -2.006
C 2.834 -4.332 -3.289
C 2.318 -3.648 -4.384
C 1.431 -2.600 -4.194
C 1.054 -2.230 -2.909
C 2.369 -2.634 0.950
C 3.683 -2.427 0.537
C 4.733 -2.565 1.431
C 4.481 -2.906 2.752
C 3.175 -3.108 3.174
C 2.123 -2.973 2.280
H -3.089 -3.792 2.189
H -2.790 -6.205 1.656
H -0.850 -6.924 0.296
H 0.762 -5.263 -0.526
H 2.878 -4.495 -1.157
H 3.535 -5.144 -3.437
H 2.619 -3.928 -5.386
H 1.037 -2.055 -5.042
H 0.378 -1.394 -2.753
H 3.893 -2.157 -0.490
H 5.749 -2.399 1.094
H 5.300 -3.010 3.452
H 2.970 -3.366 4.205
H 1.108 -3.114 2.625
F 2.435 1.259 -1.582
C 3.422 1.272 -0.720
F 3.154 0.525 0.342
C 4.785 1.022 -1.311
F 5.002 1.835 -2.338
F 5.729 1.204 -0.389
F 4.904 -0.247 -1.763


| no. | largest force on an atom (eV/A) |
| --- | --- |
| 1 | 9.97 |
| 2 | 1.49 |
| 3 | 2.12 |
| 4 | 0.40 |
| 5 | 1.93 |